Molecular formula: C24H35BFeNO
Method: DFT, ωB97M-V/def2-TZVPD

```
63
Properties=species:S:1:pos:R:3:lowdin_spin:R:1
Fe -0.19 3.20 1.06 1.705
O 2.99 -3.72 4.92 0.176
N -1.07 -1.13 -3.50 0.037
C -1.21 1.33 -3.92 0.012
C 0.10 4.94 0.18 -0.001
C 0.29 -2.66 -4.71 0.213
C 0.16 2.83 -0.84 0.055
C -1.27 4.49 0.02 0.073
C -2.35 -2.11 -1.54 0.005
C 3.05 -2.49 2.82 0.390
C 0.46 0.06 1.53 0.078
C 2.42 -2.82 4.06 0.375
C 1.20 -2.18 4.38 0.068
C 2.51 -1.52 1.99 0.040
C 1.08 2.53 2.43 0.023
C 1.33 -0.86 2.36 0.413
C -1.16 3.18 2.81 0.079
C 0.71 -1.19 3.56 0.367
C -1.17 1.90 2.18 -0.005
C 0.23 3.61 2.95 -0.005
C 0.99 3.92 -0.34 0.018
C -2.08 -0.90 -2.41 0.023
C 0.21 1.47 1.97 0.065
C -1.18 -0.04 -4.56 0.006
C -1.24 3.18 -0.61 -0.004
C -1.14 -2.43 -4.23 0.047
C 2.24 -3.93 6.16 0.009
B 0.49 -1.35 -3.12 0.361
H 0.51 1.96 -1.39 0.015
H 0.41 5.92 0.56 -0.001
H -3.08 -1.82 -0.77 0.001
H -0.30 -0.14 -5.22 0.005
H -1.49 -3.21 -3.54 0.011
H -1.45 -2.46 -1.03 0.004
H -1.99 1.22 1.97 0.000
H -2.06 3.69 3.15 0.009
H 3.04 -1.24 1.06 -0.006
H 0.50 -3.73 -4.72 0.030
H 0.57 4.53 3.43 -0.001
H -0.54 -0.35 1.67 0.021
H 2.83 -4.64 6.73 -0.001
H -0.19 -0.67 3.85 0.026
H -2.81 -2.92 -2.11 0.001
H -2.16 5.07 0.25 0.009
H -2.10 2.62 -0.95 -0.001
H 2.17 2.47 2.44 0.003
H 0.73 0.05 0.47 0.009
H -2.99 -0.56 -2.93 0.002
H 0.60 -1.95 -2.09 0.046
H 2.06 3.98 -0.42 0.002
H 1.15 -2.25 -4.09 0.056
H -2.10 -0.25 -5.15 0.002
H 1.25 -4.34 5.94 0.003
H 0.64 -2.40 5.28 -0.005
H 3.98 -3.01 2.56 0.024
H 0.41 -2.21 -5.71 0.027
H 1.13 -0.38 -3.37 0.046
H 2.12 -2.98 6.71 0.002
H -1.99 1.41 -3.14 0.000
H -0.25 1.59 -3.48 0.007
H -1.87 -2.36 -5.05 0.019
H -1.45 2.07 -4.69 0.001
H -1.69 -0.07 -1.80 0.010
```

Calculated values
Molecular weight ... 420.207 g/mol
Net charge ... 0
Calculated total energy ... -2353.5944 a.u.
LUMO energy (alpha / beta) ... 0.680 / -1.816 eV
Orbital gap (alpha / beta) ... 0.142 / 0.253 hartree
Max |F| ... 0.09042 hartree/bohr
2S+1 ... 6